(1)
Density functional theory data (ωB97M-V/def2-TZVPD) for C18H20F5MnN3 as an isolated structure in a non-equilibrium geometry.

```
47
Properties=species:S:1:pos:R:3
Mn 0.26738 -0.18611 -0.10857
C 3.13701 0.62068 0.42558
N 2.08579 0.50375 -0.60559
C 2.41889 -0.59969 -1.55421
C 1.75154 1.75441 -1.30690
C 2.69108 2.74793 -1.48913
C 2.35391 3.91172 -2.16345
C 1.06745 4.05379 -2.64862
C 0.11572 3.06126 -2.46062
C 0.42874 1.89112 -1.77463
N -0.43885 0.82704 -1.44895
C -1.79280 0.56888 -1.74868
C -2.66017 1.35019 -2.50491
C -3.98603 0.96520 -2.66205
C -4.47022 -0.19475 -2.08654
C -3.60748 -0.99928 -1.35492
C -2.29023 -0.62168 -1.19959
N -1.31499 -1.47481 -0.50556
C -0.76688 -2.45693 -1.48670
C -1.87497 -2.20945 0.65071
H 4.11093 0.74081 -0.04888
H 2.92280 1.47143 1.06537
H 3.14623 -0.28653 1.02537
H 3.43546 -0.49828 -1.93955
H 2.36230 -1.56017 -1.03173
H 1.73258 -0.57287 -2.39904
H 3.69577 2.62221 -1.11003
H 3.08978 4.69031 -2.30249
H 0.78192 4.95500 -3.17384
H -0.87442 3.23214 -2.83662
H -2.33784 2.26195 -2.96927
H -4.64525 1.59684 -3.24183
H -5.50489 -0.48144 -2.20760
H -3.97367 -1.91669 -0.91510
H -1.54324 -3.16519 -1.78002
H -0.42328 -1.92905 -2.37494
H 0.05443 -3.01108 -1.02781
H -2.53860 -3.00163 0.30368
H -1.06045 -2.66054 1.21393
H -2.41540 -1.51950 1.29002
F 0.44573 1.26046 1.75960
C -0.26568 0.07471 1.94670
F 0.86244 -0.96083 1.66925
C -0.51769 -0.08693 3.43775
F -1.49126 0.75410 3.78835
F -0.90887 -1.34311 3.68406
F 0.56096 0.17298 4.17983
```

Values from the calculation:
**<S²>**: 6.06
**Orbital gap (alpha / beta)**: 6.46 / 7.61 eV
**Highest occupied orbital energy (alpha / beta)**: -10.96 / -11.27 eV
**2S+1**: 5
**Net charge**: +1
**LUMO (alpha / beta)**: -4.499 / -3.658 eV

(2)
Density functional theory data (ωB97M-V/def2-TZVPD) for H3NOP2 in the gas phase in a non-equilibrium geometry.

```
7
Properties=species:S:1:pos:R:3
O -0.88415 -1.25663 -1.39761
N 0.12270 -0.76659 -1.69949
P 0.50791 0.80237 -0.58541
P 0.06073 0.06372 1.40145
H 1.79489 0.83637 -0.33733
H -0.81776 1.17879 1.82734
H -0.78432 -0.85805 0.79106
```

Values from the calculation:
**Orbital gap**: 8.22 eV
**Highest occupied orbital energy**: -8.67 eV
**2S+1**: 1
**Structure (SMILES)**: O=N[PH]#[PH2]
**LUMO**: -0.453 eV
**Energy above the lowest of the compared OMol25 structures with the same formula, charge and spin**: 0.5408 eV

(3)
Density functional theory data (ωB97M-V/def2-TZVPD) for a 3-piece molecular cluster, C17H33BF3IN2O4 overall in a non-equilibrium geometry.

```
61
Properties=species:S:1:pos:R:3
C -0.44240 -2.21326 -0.70536
C 0.39309 -1.53290 -1.81265
C 1.84768 -1.38070 -1.38184
C 2.68620 -0.72521 -2.48633
C 3.79719 0.16459 -1.92392
C 3.22161 1.33014 -1.08326
C 2.54388 2.33453 -1.99129
C 1.79031 3.49239 -1.28469
C 1.14638 3.14430 0.07362
B 1.92165 3.46660 1.47967
I 2.61561 1.57499 2.59101
C 0.80093 4.15625 2.49298
O -0.23928 3.44895 2.71907
O 0.96190 5.34238 2.93079
C 3.24248 4.43050 1.35018
F 3.84921 4.66602 2.54746
F 4.28192 3.94232 0.55947
F 2.99495 5.66116 0.82393
H -1.06235 -2.98603 -1.13370
H 0.21368 -2.62109 0.05245
H -1.09949 -1.46062 -0.27561
H 0.36823 -2.08001 -2.75325
H 0.02449 -0.52575 -1.99678
H 2.27512 -2.36576 -1.18640
H 1.87535 -0.81489 -0.45501
H 3.15071 -1.52767 -3.06760
H 2.07313 -0.18201 -3.20048
H 4.47145 -0.46380 -1.33796
H 4.39451 0.56916 -2.74554
H 4.05068 1.75561 -0.52663
H 2.54135 0.86979 -0.38256
H 1.76614 1.79999 -2.54111
H 3.23134 2.71244 -2.74992
H 2.41571 4.38168 -1.27833
H 0.96107 3.72452 -1.96114
H 0.85724 2.09281 0.08730
H 0.20435 3.68546 0.12124
C -2.94656 0.93541 -1.78380
O -3.02516 0.66365 -2.96790
N -3.99573 1.02031 -0.94312
C -3.82393 1.35669 0.45971
C -5.32467 0.76915 -1.46131
H -1.98287 1.14133 -1.29086
H -4.19932 0.54419 1.08689
H -4.37271 2.27048 0.69550
H -2.77113 1.51608 0.68314
H -5.38184 -0.24039 -1.87306
H -5.55443 1.47432 -2.26214
H -6.05391 0.87771 -0.66168
C -2.16542 -4.95891 1.29703
O -1.40732 -4.77696 0.36985
N -1.78609 -5.01644 2.59048
C -2.73181 -5.22791 3.66395
C -0.37479 -4.85258 2.90479
H -3.25472 -5.08312 1.15724
H -2.71156 -4.38208 4.35464
H -2.48007 -6.13892 4.21325
H -3.73773 -5.32745 3.26064
H -0.02359 -3.88337 2.55132
H 0.20951 -5.62788 2.40761
H -0.23015 -4.92018 3.98003
```

Values from the calculation:
**Orbital gap**: 3.64 eV
**Highest occupied orbital energy**: -0.08 eV
**2S+1**: 1
**Net charge**: -2
**LUMO**: 3.557 eV